No. 1
The following is a quantum chemistry calculation of a cluster of 2 separate species, C11H18O in total, from the Open Molecules 2025 dataset.

Summary:
Gap between HOMO and LUMO, eV: 9.62
LUMO level, eV: 0.90
Structure (SMILES): CCc1ccc(O)cc1.CCC
HOMO, eV: -8.72
2S+1: 1

Positions of all 30 atoms, in Å:
C: -1.9315 -1.2298 -3.2007
C: -2.0737 -0.6271 -1.7332
C: -0.9071 -1.0725 -0.9092
C: -0.8737 -2.3145 -0.3159
C: 0.3560 -2.7975 0.2169
C: 1.4834 -2.0731 0.0606
O: 2.6835 -2.5416 0.5936
C: 1.5311 -0.8059 -0.5865
C: 0.3100 -0.3591 -1.0273
H: -1.9995 -0.4283 -3.9219
H: -2.7563 -1.8939 -3.3827
H: -0.9757 -1.7891 -3.2207
H: -2.1216 0.4360 -1.9791
H: -3.0590 -1.0150 -1.4565
H: -1.8161 -2.8279 -0.1200
H: 0.3588 -3.6293 0.9008
H: 3.3279 -2.7682 -0.0744
H: 2.4338 -0.1982 -0.6050
H: 0.3409 0.7225 -1.2422
C: -0.0105 1.2990 2.3051
C: 0.3160 2.7627 2.4691
C: 1.1910 3.3925 1.3495
H: -1.0660 1.1330 2.5447
H: 0.6165 0.6403 2.8999
H: 0.1155 0.8660 1.3123
H: -0.5770 3.4205 2.5043
H: 0.8493 2.8911 3.3962
H: 2.1790 3.6352 1.7592
H: 1.2342 2.7916 0.4283
H: 0.8410 4.3806 1.0348


No. 2
The following is a quantum chemistry calculation of a cluster of 3 separate species, C8H19NO in total, from the Open Molecules 2025 dataset.

Summary:
Gap between HOMO and LUMO, eV: 10.20
LUMO level, eV: 0.56
Structure (SMILES): C=CC(C)C.C=NC.CO
HOMO, eV: -9.64
2S+1: 1

Positions of all 29 atoms, in Å:
C: -2.3751 0.0686 -0.8934
C: -2.0670 -0.7995 0.0579
C: -1.3788 -0.4617 1.3479
C: -0.0931 -1.2819 1.4983
C: -2.3216 -0.7178 2.5306
H: -2.9724 -0.2107 -1.7488
H: -2.2276 1.1330 -0.7647
H: -2.3088 -1.8500 -0.0728
H: -1.1215 0.6024 1.3361
H: -0.3205 -2.3484 1.5229
H: 0.5896 -1.1034 0.6697
H: 0.4221 -1.0116 2.4202
H: -1.8297 -0.4557 3.4676
H: -2.6022 -1.7708 2.5753
H: -3.2274 -0.1184 2.4432
C: 0.8206 -0.3704 -2.2455
N: 1.9338 -0.7270 -1.6789
C: 3.1601 -0.1133 -2.0913
H: 0.8292 0.2379 -3.1585
H: 0.0323 -1.1142 -2.2421
H: 3.7869 -0.8941 -2.5385
H: 3.6817 0.2398 -1.2030
H: 3.0336 0.7256 -2.7868
C: 1.1956 2.3377 0.5441
O: 1.2527 1.3557 -0.4477
H: 0.6336 3.2253 0.2247
H: 2.2245 2.6713 0.7245
H: 0.8105 1.9624 1.5007
H: 0.4388 0.7894 -0.9916


No. 3
The following is a quantum chemistry calculation of the molecule C6H15NO, from the Open Molecules 2025 dataset.

Summary:
Gap between HOMO and LUMO, eV: 9.91
LUMO level, eV: 0.99
Structure (SMILES): NCCCCCCO
HOMO, eV: -8.92
2S+1: 1

Positions of all 23 atoms, in Å:
N: -3.5836 0.7195 0.2432
C: -2.5511 0.6467 1.3458
C: -1.3022 1.3053 0.7856
C: -0.3746 0.5091 -0.1404
C: 0.7768 -0.2055 0.6414
C: 2.1093 -0.0540 -0.0868
C: 2.1429 -0.8774 -1.3862
O: 2.9652 -2.0228 -1.1513
H: -3.2149 0.9402 -0.6665
H: -4.3751 1.2873 0.4947
H: -2.5541 -0.4089 1.5737
H: -2.8805 1.2684 2.1885
H: -1.7228 2.2200 0.3465
H: -0.6061 1.8452 1.4537
H: -1.0220 -0.2538 -0.6004
H: 0.0173 1.1447 -0.9380
H: 0.4572 -1.2286 0.7995
H: 0.7107 0.1919 1.6914
H: 2.3463 0.9964 -0.3467
H: 2.8165 -0.4669 0.6110
H: 1.1301 -1.1904 -1.6083
H: 2.6791 -0.3714 -2.1854
H: 2.7792 -2.6864 -1.8305


No. 4
The following is a quantum chemistry calculation of a cluster of 5 separate species, C16H44F3N3O17P5 in total, from the Open Molecules 2025 dataset.

Summary:
Gap between HOMO and LUMO, eV: 6.12
Net charge: +1
LUMO level, eV: -5.82
HOMO, eV: -11.94
2S+1: 1

Positions of all 88 atoms, in Å:
N: -0.3945 0.6805 1.7361
C: -1.4806 0.6988 0.9855
N: -1.5813 1.4287 -0.2105
C: -2.8269 2.1823 0.1362
C: -3.7181 1.0674 0.7272
C: -4.5944 1.5093 1.9383
F: -4.3510 0.7607 3.0251
F: -5.8846 1.3829 1.6179
F: -4.3398 2.7839 2.2719
N: -2.6819 0.1004 1.2647
P: -2.8848 -1.5551 0.8021
O: -3.3438 -1.6450 -0.5878
H: 0.2298 -0.1200 1.8663
H: -0.1049 1.5564 2.1492
H: -1.9096 0.7727 -0.9277
H: -2.5002 2.8486 0.9293
H: -3.2186 2.7947 -0.6626
H: -4.3478 0.5440 0.0128
H: -1.6802 -2.2058 1.0941
H: -3.8269 -2.0507 1.7045
C: 4.2467 -2.4004 -0.7123
O: 4.5865 -2.4709 0.6864
P: 3.7906 -1.4846 1.6357
O: 2.3606 -1.4396 1.2976
O: 4.5199 -0.1092 1.1817
C: 5.9254 -0.0544 0.8629
O: 3.9179 -1.2544 3.1991
C: 5.2078 -1.2976 3.8545
H: 5.0944 -2.8168 -1.2489
H: 3.3594 -2.9964 -0.9080
H: 4.0851 -1.3703 -1.0230
H: 6.0542 0.0347 -0.2142
H: 6.4625 -0.9350 1.2087
H: 6.3479 0.8255 1.3401
H: 5.7572 -0.3808 3.6476
H: 5.7908 -2.1603 3.5364
H: 5.0222 -1.3733 4.9210
C: -8.4802 5.1240 -1.5961
O: -8.8671 5.7175 -0.3438
P: -8.0352 7.0062 0.0659
O: -7.8071 7.9143 -1.0481
O: -6.6353 6.2599 0.4967
C: -6.6138 4.9823 1.1156
O: -8.2591 7.8368 1.3892
C: -8.5871 7.1950 2.6362
H: -8.8329 4.0957 -1.5680
H: -8.9556 5.6525 -2.4176
H: -7.3988 5.1417 -1.7224
H: -6.2809 4.2337 0.3896
H: -7.5882 4.6816 1.4995
H: -5.9036 5.0156 1.9418
H: -7.6978 6.7276 3.0595
H: -9.3753 6.4524 2.5131
H: -8.9380 7.9683 3.3120
C: 11.2917 1.2790 -1.7090
O: 11.0273 -0.1277 -1.5617
P: 10.1330 -0.5220 -0.2679
O: 9.0982 0.5284 -0.2176
O: 11.4057 -0.3053 0.7529
C: 12.6921 -0.8735 0.4794
O: 9.4627 -1.5892 0.7793
C: 10.0287 -2.8996 0.9852
H: 12.1708 1.3496 -2.3459
H: 10.4487 1.7684 -2.1881
H: 11.4940 1.7421 -0.7457
H: 13.3760 -0.0891 0.1545
H: 12.6545 -1.6422 -0.2919
H: 13.0678 -1.3138 1.4014
H: 10.9251 -2.8266 1.6018
H: 10.2675 -3.3930 0.0442
H: 9.2858 -3.4952 1.5085
C: -7.2072 -5.0097 -2.9613
O: -6.0276 -4.2149 -3.2016
P: -4.9439 -4.9080 -4.1332
O: -5.5296 -5.5707 -5.2887
O: -4.3638 -5.9983 -3.0592
C: -4.2576 -5.7060 -1.6698
O: -3.5614 -4.2563 -4.5524
C: -2.8027 -3.4691 -3.6203
H: -7.6588 -4.6171 -2.0536
H: -7.8980 -4.9030 -3.7927
H: -6.9525 -6.0585 -2.8228
H: -5.0408 -6.2340 -1.1226
H: -4.3442 -4.6392 -1.4588
H: -3.2863 -6.0599 -1.3233
H: -2.3028 -4.1210 -2.9028
H: -3.4330 -2.7550 -3.0903
H: -2.0521 -2.9255 -4.1871